No. 1
{
  "formula": "C7H21N3O4Rb",
  "method": "ωB97M-V/def2-TZVPD",
  "relative_energy_kcal_mol": 10.49,
  "total_energy_ev": -20910.7062,
  "mol_weight_da": 296.730,
  "charge": 1,
  "species": ["Rb", "C", "O", "C", "C", "N", "C", "C", "O", "C", "H", "H", "H", "H", "H", "H", "H", "H", "H", "H", "H", "H", "H", "H", "H", "C", "O", "N", "N", "H", "H", "H", "H", "O", "H", "H"],
  "positions_angstrom": [[0.905898, -1.108252, 0.128324], [-0.234018, 2.636415, -4.487106], [-0.556781, 2.519591, -3.126515], [-1.311959, 1.350601, -2.771234], [-1.726117, 1.498907, -1.353632], [-0.593805, 1.763555, -0.409350], [-0.925886, 1.835598, 1.007721], [0.265115, 1.858683, 1.989788], [0.704135, 0.570491, 2.510558], [1.811489, 0.642092, 3.374539], [0.455636, 3.475783, -4.616927], [-1.073035, 2.990820, -5.092325], [0.321872, 1.807082, -4.931108], [-0.562755, 0.558806, -2.877141], [-2.208508, 1.345829, -3.393914], [-2.195699, 0.542192, -1.114852], [-2.386470, 2.365812, -1.275232], [-0.295142, 2.706125, -0.639101], [-1.449141, 0.914183, 1.291867], [-1.617776, 2.641684, 1.267687], [-0.019723, 2.402420, 2.891092], [1.079042, 2.347867, 1.445807], [2.674402, 1.138918, 2.920736], [2.070202, -0.403114, 3.549129], [1.591393, 1.115586, 4.334412], [-0.574555, -4.214238, 1.810898], [-0.641930, -2.984341, 1.669906], [0.076689, -4.776735, 2.849402], [-1.181616, -5.097083, 1.015381], [0.477594, -4.114209, 3.491542], [0.001001, -5.749002, 3.077296], [-1.125109, -6.089809, 1.146218], [-1.719270, -4.798022, 0.220538], [3.030269, -0.748247, -1.778354], [3.975982, -0.804777, -1.602592], [2.958579, -0.141195, -2.523464]],
  "atomic_forces_ev_per_a": [[-0.235, 0.063, 0.160], [0.495, 1.274, -0.494], [-0.087, 0.129, 0.266], [1.664, 1.592, -0.573], [0.362, 0.355, 1.457], [0.458, -0.044, -0.508], [-0.615, -1.750, 1.061], [0.201, 0.138, 0.149], [-0.843, 0.461, -1.577], [0.245, -0.381, 0.016], [0.122, 0.017, 0.542], [-0.349, -0.750, -0.065], [-0.501, -0.498, 0.147], [-0.733, -0.732, -0.289], [0.099, -0.785, -0.170], [-0.372, 0.268, 0.486], [-0.637, -0.383, -0.062], [0.445, -0.185, -0.412], [-0.319, 0.013, -0.167], [0.111, 0.207, -0.075], [0.032, 0.520, -0.238], [0.352, 0.097, 0.414], [-0.056, 0.114, -0.070], [0.158, 0.101, 0.236], [-0.165, 0.099, -0.066], [-0.360, 0.662, 0.685], [0.397, -0.424, -0.477], [0.588, 0.531, 0.326], [-0.725, -0.624, -1.333], [-0.012, -0.336, 0.202], [0.071, -0.002, 0.147], [0.114, -0.003, 0.143], [0.052, 0.235, 0.152], [0.052, 0.083, 0.030], [-0.005, -0.043, -0.042], [-0.006, -0.019, 0.000]],
  "lowdin_charge": [0.993, -0.119, -0.204, -0.207, -0.192, -0.085, -0.220, -0.183, -0.308, -0.111, 0.089, 0.093, 0.089, 0.124, 0.137, 0.127, 0.133, 0.112, 0.122, 0.127, 0.128, 0.125, 0.095, 0.091, 0.098, -0.694, -0.111, 0.169, 0.174, 0.116, 0.109, 0.111, 0.118, -0.151, 0.053, 0.051]
}

=====

No. 2
{
  "formula": "C7H21N5O2",
  "method": "ωB97M-V/def2-TZVPD",
  "total_energy_ev": -19138.7737,
  "mol_weight_da": 207.278,
  "species": ["C", "C", "O", "N", "C", "C", "N", "N", "N", "H", "H", "H", "H", "H", "H", "H", "H", "H", "H", "H", "H", "H", "C", "C", "O", "N", "C", "H", "H", "H", "H", "H", "H", "H", "H"],
  "positions_angstrom": [[2.041098, -0.852986, -1.686053], [2.060309, 0.293854, -2.641507], [0.958210, 1.123372, -2.372438], [0.921819, 1.468230, -0.876712], [-0.418903, 1.854759, -0.792029], [-1.593371, 0.834122, -1.054696], [-2.042936, 1.062430, -2.412929], [-2.734269, 1.095081, -0.170765], [-1.182951, -0.572489, -0.832336], [1.332225, -1.632284, -1.968155], [1.751478, -0.403162, -0.753660], [3.017875, -1.321418, -1.566081], [3.002229, 0.850244, -2.574412], [1.962672, -0.034254, -3.676443], [-0.654121, 2.680453, -1.489409], [-0.548520, 2.252470, 0.221726], [-2.660067, 0.307663, -2.697964], [-1.228342, 1.045079, -3.017464], [-3.445537, 1.586032, -0.690980], [-2.453487, 1.684787, 0.600348], [-1.163626, -1.116505, -1.678864], [-1.834084, -0.973908, -0.174741], [1.640895, -0.784869, 3.678781], [1.389416, -0.998769, 2.232113], [2.059412, -0.861792, 1.291918], [-0.051880, -1.497612, 1.862335], [-1.072420, -0.393008, 1.939112], [2.652834, -0.404256, 3.771725], [0.946974, -0.065101, 4.116316], [1.550060, -1.719155, 4.237106], [-0.340231, -2.284806, 2.436699], [0.044379, -1.797866, 0.885836], [-1.150423, -0.062554, 2.970107], [-2.029346, -0.769756, 1.594927], [-0.727371, 0.407973, 1.288588]],
  "atomic_forces_ev_per_a": [[0.697, -0.929, 0.014], [-0.383, 0.372, -0.130], [-0.009, 0.133, 0.313], [0.018, -0.373, -0.572], [0.035, 0.447, 0.117], [0.118, 0.138, -0.414], [-0.185, -0.328, -0.138], [-0.134, -0.330, 0.274], [0.278, -0.244, 0.664], [-0.154, -0.006, -0.093], [-0.179, -0.070, 0.140], [0.193, -0.100, -0.093], [0.088, 0.123, 0.201], [-0.049, 0.046, -0.211], [-0.282, 0.196, 0.075], [0.005, 0.120, 0.221], [-0.052, -0.010, -0.060], [0.135, 0.119, -0.010], [-0.035, 0.143, -0.060], [-0.067, 0.273, -0.061], [0.074, 0.060, -0.202], [-0.495, -0.197, -0.710], [0.079, 0.120, 0.198], [-1.229, -0.363, 0.088], [1.229, 0.197, -0.171], [0.045, 0.361, 0.459], [0.307, -0.042, 0.318], [0.044, 0.009, 0.070], [-0.025, -0.020, -0.125], [-0.015, -0.020, -0.089], [-0.009, -0.102, 0.063], [-0.162, 0.320, -0.394], [0.026, -0.042, 0.122], [-0.001, 0.106, 0.154], [0.091, -0.108, 0.042]],
  "lowdin_charge": [-0.149, -0.325, -0.270, -0.097, -0.340, -0.643, 0.066, 0.060, 0.069, 0.056, -0.010, 0.065, 0.101, 0.101, 0.097, 0.082, 0.068, 0.065, 0.068, 0.051, 0.071, 0.024, 0.029, -0.385, 0.207, 0.093, -0.022, 0.104, 0.094, 0.100, 0.167, 0.152, 0.098, 0.084, 0.071]
}

=====

No. 3
{
  "formula": "C7H21NO2",
  "method": "ωB97M-V/def2-TZVPD",
  "relative_energy_kcal_mol": 63.94,
  "total_energy_ev": -13181.6476,
  "mol_weight_da": 151.250,
  "smiles": "CCC[C@H](C)NCC.O.O",
  "species": ["C", "C", "C", "C", "C", "N", "C", "C", "H", "H", "H", "H", "H", "H", "H", "H", "H", "H", "H", "H", "H", "H", "H", "H", "H", "O", "H", "H", "O", "H", "H"],
  "positions_angstrom": [[-1.956834, 2.058107, 1.986068], [-0.881631, 1.070978, 1.594308], [-1.316164, 0.585819, 0.179637], [-0.139480, -0.214052, -0.507603], [-0.805983, -1.286661, -1.387134], [0.671412, -0.776433, 0.574058], [1.576046, -1.822157, 0.084462], [2.473337, -1.319430, -1.112845], [-2.916241, 1.551100, 2.024835], [-1.790366, 2.533563, 2.824578], [-2.163563, 2.822214, 1.120595], [-0.824261, 0.366692, 2.444190], [0.078409, 1.546599, 1.859045], [-1.625038, 1.354346, -0.566323], [-2.237493, 0.044181, 0.207140], [0.490588, 0.523828, -1.175379], [-0.005420, -1.683913, -2.029068], [-1.794846, -1.007332, -1.895695], [-1.140841, -2.219183, -0.992377], [-0.048144, -1.164624, 1.196918], [1.142617, -2.754988, -0.198078], [2.286100, -1.923032, 0.968505], [3.379376, -0.957562, -0.718357], [2.582494, -2.149106, -1.802833], [1.906950, -0.791290, -1.732025], [2.687676, 0.128541, 2.248715], [2.358911, 0.710355, 1.605242], [1.729887, -0.118020, 2.472535], [-1.498063, 1.811161, -3.030808], [-1.389408, 0.843377, -2.821941], [-0.830028, 2.236919, -3.420361]],
  "atomic_forces_ev_per_a": [[-1.964, -0.671, -5.681], [-0.985, 1.275, 0.846], [2.813, 0.323, -0.617], [-1.762, 1.039, -0.055], [0.093, 0.163, -1.725], [-0.888, -0.401, -1.332], [2.662, 1.314, 1.267], [-0.414, -3.872, 2.622], [-0.244, -0.195, 0.346], [0.814, 2.542, 4.384], [0.744, -1.068, 1.632], [-0.659, -0.763, -0.840], [0.076, 0.144, -1.653], [0.625, 0.327, 1.045], [-0.392, -1.064, 0.628], [-1.203, -1.443, 1.374], [-0.682, 0.369, -0.866], [1.732, 0.291, 0.042], [-0.107, -0.509, 1.708], [0.727, -0.217, -0.093], [-0.692, -0.696, 0.093], [-0.820, -0.658, -1.185], [1.001, 0.863, -0.190], [0.956, -0.727, 0.339], [-1.851, 3.572, -2.192], [-1.873, -1.285, 2.116], [0.213, 1.697, -2.115], [2.052, -0.327, 0.176], [-4.927, -3.578, 3.002], [0.583, 1.844, -0.784], [4.371, 1.709, -2.288]],
  "lowdin_charge": [-0.127, -0.262, -0.159, -0.398, -0.081, -0.093, -0.242, -0.054, 0.074, 0.006, 0.118, 0.108, 0.104, 0.103, 0.102, 0.162, 0.071, 0.104, 0.066, 0.118, 0.085, 0.114, 0.065, 0.078, -0.011, -0.080, -0.018, 0.058, -0.014, 0.043, -0.038]
}

=====

no.,E_LUMO (eV)
1,-2.70
2,-0.58
3,0.71